(1)
{"formula": "C3H5NOS", "method": "wB97M-V/def2-TZVPD", "smiles": "CN(C=O)C=S", "max_force_ev_per_a": 5.0, "homo_lumo_gap_ev": 8.231, "homo_energy_ha": -0.3314, "energy_ha": -645.39029, "total_charge": 0, "e_lumo_ev": -0.787, "multiplicity": 1, "species": ["C", "N", "C", "O", "C", "S", "H", "H", "H", "H", "H"], "coordinates": [[-0.89888, 0.95267, 0.03866], [0.00662, -0.21109, 0.08560], [-0.46282, -1.44084, -0.00766], [-1.62892, -1.73085, -0.01238], [1.30975, 0.08208, -0.15690], [2.83842, -0.78644, 0.04160], [-0.23705, 1.88687, -0.48294], [-1.09432, 1.53014, 1.16439], [-1.68428, 0.42342, -0.59672], [0.45214, -1.99332, 0.14225], [1.39934, 1.28737, -0.21591]]}

(2)
{"formula": "C6H12O2", "method": "wB97M-V/def2-TZVPD", "smiles": "C=CC(=C)C=C.O.O", "max_force_ev_per_a": 6.9, "homo_lumo_gap_ev": 10.274, "homo_energy_ha": -0.3479, "energy_ha": -386.13608, "total_charge": 0, "e_lumo_ev": 0.807, "multiplicity": 1, "species": ["C", "C", "C", "C", "C", "C", "H", "H", "H", "H", "H", "H", "H", "H", "O", "H", "H", "O", "H", "H"], "coordinates": [[-1.98886, 3.05003, 2.50201], [-1.21797, 1.93460, 2.28382], [-0.17775, 1.73635, 1.17991], [-0.58630, 1.46292, -0.05789], [1.19241, 2.19441, 1.51707], [2.15902, 1.36461, 1.81161], [-2.44992, 3.09645, 3.41589], [-2.20747, 3.74624, 1.73120], [-1.38476, 1.09960, 2.99665], [0.08250, 1.68862, -0.88818], [-1.58554, 1.23562, -0.25228], [1.21631, 3.33414, 1.29791], [3.15482, 1.61302, 1.82760], [2.22652, 0.42714, 2.19410], [2.36087, -3.46277, -3.05866], [2.92253, -3.80855, -3.78155], [2.50993, -3.92179, -2.17976], [-2.03066, -5.87404, -4.22118], [-1.45565, -5.31148, -4.55491], [-2.74002, -5.60511, -3.76337]]}

(3)
{"formula": "C31H52BrN4P3Sn", "method": "wB97M-V/def2-TZVPD", "max_force_ev_per_a": 2.0, "homo_lumo_gap_ev": 6.515, "homo_energy_ha": -0.4594, "energy_ha": -5243.29704, "total_charge": 2, "e_lumo_ev": -5.986, "multiplicity": 1, "species": ["N", "C", "C", "C", "C", "C", "C", "Sn", "P", "C", "C", "C", "C", "C", "C", "C", "Br", "H", "H", "H", "H", "H", "H", "H", "H", "H", "H", "P", "C", "C", "H", "H", "H", "H", "H", "C", "C", "H", "H", "H", "H", "H", "C", "C", "H", "H", "H", "H", "H", "C", "C", "H", "H", "H", "H", "H", "C", "C", "H", "H", "H", "H", "H", "C", "C", "H", "H", "H", "H", "H", "C", "N", "C", "N", "C", "N", "C", "P", "C", "C", "H", "H", "H", "H", "H", "H", "H", "H", "H", "H", "H", "H"], "coordinates": [[1.03087, -2.73494, 5.33777], [-0.22533, -2.36823, 5.07499], [-0.81734, -2.56211, 3.82336], [-0.00819, -3.01128, 2.75318], [1.30267, -3.44314, 3.06267], [1.77072, -3.28909, 4.37524], [-0.47307, -2.96610, 1.38013], [0.35306, -0.12433, -0.00638], [-0.29468, 0.38971, -2.45197], [0.32101, -3.29024, 0.30676], [-0.17574, -3.55391, -1.03386], [0.69689, -4.08968, -2.01082], [0.23860, -4.39215, -3.28705], [-1.08350, -4.06740, -3.61611], [-1.98720, -3.57329, -2.66539], [-1.52213, -3.30682, -1.37582], [-1.69176, -4.30680, -5.41843], [-1.51084, -2.65398, 1.23458], [1.39993, -3.41608, 0.42378], [-1.88203, -2.37699, 3.70294], [1.94823, -3.91885, 2.31960], [-0.80852, -1.92043, 5.88307], [2.77652, -3.63307, 4.63976], [1.73353, -4.29457, -1.73701], [-2.21049, -2.91759, -0.62793], [0.89176, -4.85555, -4.02710], [-3.02829, -3.40198, -2.93133], [2.82781, 0.50863, 0.67465], [-2.10388, 0.21944, -2.69002], [-2.64288, -0.08577, -4.08812], [-2.56622, 1.14712, -2.31574], [-2.42765, -0.58167, -2.00472], [-3.74016, -0.07680, -4.02365], [-2.35597, 0.67167, -4.82973], [-2.35057, -1.07991, -4.45325], [0.47267, -0.75831, -3.63917], [0.68861, -0.23335, -5.05683], [-0.14790, -1.66593, -3.66511], [1.43486, -1.08006, -3.21232], [1.14935, -1.03099, -5.65476], [-0.25171, 0.03657, -5.55494], [1.36224, 0.63247, -5.08591], [0.24075, 2.09816, -2.80931], [-0.54362, 2.88100, -3.85962], [1.29910, 2.03820, -3.11041], [0.22015, 2.64115, -1.84935], [-0.08943, 3.87726, -3.93741], [-0.48697, 2.41978, -4.85458], [-1.59735, 3.02074, -3.58551], [3.06589, 2.26627, 1.11326], [2.52135, 3.26697, 0.09301], [4.14617, 2.42045, 1.26597], [2.57596, 2.41816, 2.08887], [2.77559, 4.28565, 0.41146], [2.94036, 3.12586, -0.91162], [1.42587, 3.22348, 0.01240], [3.88305, 0.12566, -0.77679], [3.84489, -1.34039, -1.22834], [4.91023, 0.42668, -0.51154], [3.55141, 0.79034, -1.59229], [4.46407, -1.45731, -2.12688], [4.23909, -2.02633, -0.46632], [2.83010, -1.67714, -1.48700], [3.54813, -0.42869, 2.06956], [3.00494, -0.05905, 3.45031], [4.63812, -0.27422, 2.03773], [3.36666, -1.49610, 1.86836], [3.45170, -0.71563, 4.20564], [3.23693, 0.97427, 3.73726], [1.91844, -0.19820, 3.51977], [-3.26953, 3.95448, 1.84233], [-3.77305, 2.62800, 1.43782], [-4.00337, 1.79020, 2.63479], [-2.79452, 1.65457, 3.47916], [-2.30375, 2.99433, 3.85189], [-2.04781, 3.85168, 2.67532], [-0.90275, 3.37814, 1.89531], [-1.20061, 1.65194, 1.23076], [-2.88846, 1.97089, 0.48903], [-1.75523, 0.85949, 2.83560], [-4.06053, 4.44396, 2.42871], [-3.03499, 4.55037, 0.94974], [-4.32631, 0.79440, 2.30501], [-4.78250, 2.26999, 3.24359], [-1.36896, 2.89879, 4.41937], [-3.08014, 3.46229, 4.47297], [-0.74006, 4.06123, 1.04979], [-0.00444, 3.37332, 2.53010], [-3.33493, 1.01236, 0.19237], [-2.76958, 2.59928, -0.40508], [-0.89145, 0.77894, 3.51121], [-2.14185, -0.14987, 2.63455]]}

(4)
{"formula": "C9H14N4O5", "method": "wB97M-V/def2-TZVPD", "smiles": "NC(=O)c1ncn([C@@H]2O[C@H](CO)[C@@H](O)[C@H]2O)c1N", "max_force_ev_per_a": 0.9, "homo_lumo_gap_ev": 8.514, "homo_energy_ha": -0.2986, "energy_ha": -946.61182, "total_charge": 0, "e_lumo_ev": 0.388, "multiplicity": 1, "species": ["N", "C", "O", "C", "N", "C", "N", "C", "O", "C", "C", "O", "C", "O", "C", "O", "C", "N", "H", "H", "H", "H", "H", "H", "H", "H", "H", "H", "H", "H", "H", "H"], "coordinates": [[4.74528, 0.09546, 1.13394], [3.99691, -0.05066, 0.02079], [4.44192, 0.06306, -1.11514], [2.59109, -0.33778, 0.27117], [1.99431, -0.42330, 1.50482], [0.73822, -0.62949, 1.28446], [0.44235, -0.70420, -0.06184], [-0.81620, -0.87083, -0.74404], [-1.29289, 0.35252, -1.24953], [-2.13451, 0.98169, -0.28285], [-1.38134, 2.11584, 0.42587], [-0.98157, 3.10236, -0.48262], [-2.63084, -0.11801, 0.67372], [-4.02487, -0.19707, 0.58414], [-1.93710, -1.41407, 0.16289], [-2.82660, -2.23184, -0.53409], [1.63277, -0.50103, -0.71424], [1.80497, -0.55693, -2.06178], [4.30615, -0.00487, 2.03182], [5.72458, 0.30772, 1.05924], [-0.00074, -0.73802, 2.05125], [-0.64797, -1.53359, -1.60348], [-2.98199, 1.40657, -0.83207], [-2.04528, 2.60252, 1.14294], [-0.51302, 1.70326, 0.96243], [-0.51667, 2.66859, -1.20910], [-2.31930, 0.10392, 1.70494], [-4.32806, -0.99991, 1.02710], [-1.53680, -2.03263, 0.96788], [-3.32153, -1.69008, -1.16470], [1.06767, -0.18845, -2.64246], [2.75107, -0.28077, -2.31144]]}

What is the multiplicity in the first record? 1

Which value of multiplicity does entry 4 give? 1